Entry 1:
An isolated ion of composition C33H45BCl2F8N2O2PS2 and charge +1 at a distorted geometry, computed with ωB97M-V/def2-TZVPD.

Element x y z (Å)
1 C 4.125 -4.748 -1.770
2 C 2.776 -3.980 -1.342
3 C 3.029 -2.391 -1.114
4 C 2.080 -1.460 -2.013
5 C 0.655 -1.106 -1.293
6 C -0.044 0.102 -2.148
7 C -0.893 1.086 -1.246
8 C -0.163 2.404 -0.782
9 C 1.351 2.776 -1.094
10 C 2.211 2.307 0.223
11 C 3.578 1.559 -0.152
12 S 4.051 0.423 1.281
13 C 5.872 0.689 1.623
14 S 6.240 2.060 2.549
15 N 6.930 -0.227 1.160
16 C 8.064 0.484 0.504
17 C 7.436 1.305 -0.765
18 C 7.368 -1.185 2.227
19 C 8.786 -0.855 2.901
20 N -0.865 3.410 0.044
21 C -0.188 4.670 0.537
22 C -0.186 5.837 -0.604
23 F 0.966 6.691 -0.512
24 C -2.247 3.280 0.450
25 C -3.094 2.034 0.087
26 C -4.587 1.926 0.554
27 P -5.245 3.391 1.582
28 O -4.307 3.467 2.830
29 C -5.445 0.659 0.179
30 C -6.950 0.682 0.656
31 F -7.639 1.907 0.300
32 F -7.798 -0.311 0.041
33 C -7.106 0.359 2.253
34 F -5.947 0.659 2.998
35 F -7.239 -1.075 2.304
36 C -8.473 0.925 2.886
37 F -8.377 2.226 3.415
38 F -9.599 0.754 2.023
39 F -8.758 0.074 4.007
40 C -4.690 -0.449 -0.606
41 C -5.495 -1.805 -0.963
42 Cl -6.278 -1.960 -2.607
43 C -5.638 -2.897 -0.076
44 C -6.474 -4.227 -0.478
45 Cl -4.870 -2.915 1.574
46 C -3.186 -0.357 -1.078
47 B -2.699 -1.697 -1.855
48 O -2.566 -1.803 -3.305
49 C -2.352 -3.084 -1.028
50 C -1.765 -2.827 0.449
51 C -2.358 0.917 -0.762
52 H 5.076 -4.107 -1.689
53 H 4.270 -5.621 -1.038
54 H 4.034 -5.068 -2.860
55 H 2.299 -4.376 -0.380
56 H 2.052 -4.066 -2.241
57 H 3.008 -2.070 -0.019
58 H 4.111 -2.197 -1.483
59 H 1.778 -2.063 -2.956
60 H 2.652 -0.533 -2.352
61 H 0.931 -0.771 -0.232
62 H 0.062 -2.077 -1.327
63 H -0.619 -0.309 -3.068
64 H 0.866 0.599 -2.666
65 H 1.522 3.896 -1.334
66 H 1.835 2.229 -1.966
67 H 2.513 3.213 0.878
68 H 1.518 1.665 0.867
69 H 3.475 0.875 -1.059
70 H 4.445 2.274 -0.344
71 H 8.578 1.273 1.151
72 H 8.818 -0.252 0.069
73 H 8.228 1.536 -1.553
74 H 7.068 2.305 -0.314
75 H 6.537 0.724 -1.164
76 H 6.582 -1.226 3.055
77 H 7.465 -2.227 1.746
78 H 8.926 -1.513 3.841
79 H 9.683 -1.121 2.219
80 H 8.923 0.227 3.236
81 H 0.836 4.482 0.994
82 H -0.837 5.104 1.391
83 H -0.245 5.295 -1.610
84 H -1.175 6.423 -0.475
85 H -2.704 4.143 1.063
86 H -5.130 4.553 0.745
87 H -6.563 3.188 2.090
88 H -5.940 -4.853 -1.273
89 H -7.531 -3.900 -0.780
90 H -6.614 -4.886 0.462
91 H -3.070 -2.610 -3.564
92 H -1.530 -3.624 -1.627
93 H -3.267 -3.775 -1.041
94 H -2.108 -3.722 1.098
95 H -2.147 -1.884 0.966
96 H -0.612 -2.852 0.504

## Properties
HOMO-LUMO gap	5.32	eV
E_tot	-120427.889	eV
net charge	+1
LUMO	-5.02	eV

Entry 2:
A 8-piece molecular cluster, H16O8 overall at a distorted geometry, computed with ωB97M-V/def2-TZVPD.

Element x y z (Å)
1 O -0.012 -1.648 -1.242
2 H 0.844 -1.680 -0.808
3 H -0.536 -1.078 -0.666
4 O -4.009 1.677 0.262
5 H -3.853 1.593 -0.716
6 H -3.278 2.228 0.519
7 O 3.475 -2.055 0.769
8 H 3.708 -2.960 0.590
9 H 3.451 -1.433 -0.029
10 O -3.911 -1.801 -1.621
11 H -3.440 -0.965 -1.658
12 H -4.226 -1.912 -0.765
13 O 0.118 3.678 0.388
14 H -0.318 2.962 -0.017
15 H -0.413 4.536 0.339
16 O 4.429 0.560 -1.387
17 H 4.413 0.512 -0.424
18 H 4.815 1.391 -1.449
19 O -1.133 -2.404 2.237
20 H -2.172 -2.380 2.217
21 H -1.013 -2.422 1.295
22 O 0.975 1.526 0.984
23 H 1.370 1.452 0.069
24 H 0.715 0.624 1.111

## Properties
HOMO-LUMO gap	11.08	eV
E_tot	-16638.126	eV
net charge	0
LUMO	-0.29	eV
SMILES string	O.O.O.O.O.O.O.O
energy relative to the best compared isomer or geometry (same formula, charge and spin)	374.8	kJ/mol

Entry 3:
A 13-piece molecular cluster, C30H78F6O15 overall at a distorted geometry, computed with ωB97M-V/def2-TZVPD.

Element x y z (Å)
1 C 0.029 1.004 1.881
2 O -0.480 0.644 0.629
3 O -0.618 2.214 2.240
4 C 0.011 -0.243 2.855
5 F 0.758 -1.242 2.380
6 F 0.472 -0.024 4.084
7 F -1.238 -0.774 3.000
8 C 0.335 0.053 -0.364
9 C -0.550 0.110 -1.630
10 H 0.098 0.072 -2.505
11 H -1.201 -0.762 -1.704
12 H -1.219 0.962 -1.749
13 H 0.748 -0.928 -0.129
14 H 1.245 0.625 -0.547
15 H 1.085 1.252 1.777
16 C -2.263 -0.258 -5.478
17 O -2.410 -0.331 -6.899
18 O -2.608 1.051 -5.051
19 C -2.935 -1.525 -4.801
20 F -2.850 -1.575 -3.483
21 F -4.229 -1.624 -5.032
22 F -2.304 -2.618 -5.225
23 C -1.216 -0.030 -7.739
24 C -1.709 -0.209 -9.186
25 H -2.505 0.467 -9.499
26 H -0.903 -0.088 -9.910
27 H -1.995 -1.255 -9.289
28 H -0.454 -0.791 -7.570
29 H -0.788 0.964 -7.607
30 H -1.205 -0.475 -5.330
31 C 0.100 5.077 -0.251
32 C -0.660 3.942 -0.980
33 O -1.707 3.521 -0.104
34 H 0.998 5.274 -0.838
35 H 0.424 4.794 0.750
36 H -0.624 5.891 -0.205
37 H 0.043 3.119 -1.106
38 H -1.084 4.300 -1.918
39 H -1.231 3.089 0.609
40 C 3.515 -1.601 -4.902
41 C 2.566 -0.799 -4.069
42 O 2.825 -0.989 -2.724
43 H 3.191 -2.639 -4.986
44 H 4.532 -1.539 -4.515
45 H 3.649 -1.067 -5.842
46 H 1.520 -1.048 -4.246
47 H 2.725 0.256 -4.296
48 H 2.383 -1.764 -2.368
49 C -4.681 -3.727 4.211
50 C -4.344 -2.277 4.632
51 O -5.196 -1.349 3.925
52 H -3.840 -4.263 4.651
53 H -4.652 -3.999 3.156
54 H -5.644 -4.067 4.592
55 H -3.342 -1.986 4.316
56 H -4.449 -2.106 5.703
57 H -4.735 -0.508 3.894
58 C 0.161 -3.754 1.169
59 C 1.573 -4.122 1.606
60 O 2.326 -4.727 0.557
61 H -0.501 -3.480 1.990
62 H -0.270 -4.610 0.648
63 H 0.161 -2.948 0.435
64 H 1.612 -4.889 2.380
65 H 2.092 -3.245 1.994
66 H 3.107 -5.122 0.952
67 C -0.418 2.133 6.449
68 C -1.253 3.170 5.786
69 O -1.939 2.672 4.651
70 H -1.019 1.282 6.769
71 H 0.169 2.530 7.277
72 H 0.375 1.724 5.823
73 H -0.685 4.041 5.460
74 H -1.969 3.663 6.444
75 H -1.261 2.498 3.993
76 C 1.232 3.990 -4.338
77 C 0.455 2.707 -4.438
78 O -0.885 3.013 -4.255
79 H 0.928 4.572 -5.208
80 H 2.300 3.778 -4.306
81 H 1.027 4.583 -3.447
82 H 0.790 2.053 -3.633
83 H 0.650 2.198 -5.382
84 H -1.384 2.224 -4.478
85 C 3.638 4.461 4.254
86 C 2.423 3.572 4.070
87 O 1.330 4.165 3.324
88 H 3.389 5.422 4.703
89 H 3.966 4.670 3.235
90 H 4.468 3.986 4.775
91 H 2.067 3.184 5.024
92 H 2.730 2.699 3.494
93 H 0.796 3.476 2.922
94 C 3.284 2.720 0.418
95 C 3.234 3.486 -0.943
96 O 4.422 3.200 -1.631
97 H 2.370 2.890 0.987
98 H 4.125 3.065 1.018
99 H 3.449 1.656 0.252
100 H 3.156 4.539 -0.672
101 H 2.367 3.198 -1.539
102 H 4.668 2.273 -1.659
103 C 1.246 -4.770 -3.484
104 C 0.621 -3.743 -2.514
105 O 1.683 -3.143 -1.814
106 H 0.480 -5.233 -4.107
107 H 1.671 -5.621 -2.952
108 H 2.024 -4.411 -4.158
109 H 0.048 -4.273 -1.753
110 H -0.022 -3.011 -3.002
111 H 1.856 -3.621 -1.000
112 C -3.314 -1.529 1.040
113 C -3.781 -0.085 1.211
114 O -3.112 0.726 0.246
115 H -3.619 -2.165 1.871
116 H -2.239 -1.612 0.880
117 H -3.689 -1.914 0.092
118 H -3.510 0.270 2.205
119 H -4.857 0.001 1.055
120 H -2.193 0.752 0.521
121 C 0.492 -2.985 5.234
122 C 0.555 -4.224 6.156
123 O 1.524 -3.938 7.130
124 H -0.421 -3.041 4.642
125 H 1.364 -2.962 4.579
126 H 0.568 -2.072 5.825
127 H 0.906 -5.059 5.550
128 H -0.363 -4.429 6.707
129 H 1.444 -4.709 7.697

## Properties
HOMO-LUMO gap (alpha / beta)	7.56 / 4.39	eV
E_tot	-79388.046	eV
net charge	-1
LUMO (alpha / beta)	1.90 / -1.26	eV
<S²>	0.754
spin multiplicity	2

Entry 4:
A 2-piece molecular cluster, C3H6ClN2 overall at a distorted geometry, computed with ωB97M-V/def2-TZVPD.

Element x y z (Å)
1 C 0.056 -0.369 -1.194
2 C -0.733 0.380 0.775
3 C 0.299 -0.763 0.958
4 N -0.790 0.545 -0.626
5 N 0.651 -1.122 -0.330
6 Cl 2.352 1.020 -1.728
7 H 0.007 -0.377 -2.334
8 H -1.686 0.306 1.223
9 H -0.408 1.128 1.505
10 H 1.305 -0.496 1.520
11 H -0.100 -1.663 1.347
12 H -0.954 1.410 -1.115

## Properties
HOMO-LUMO gap (alpha / beta)	7.87 / 7.67	eV
E_tot	-18699.477	eV
net charge	+1
LUMO (alpha / beta)	-8.22 / -7.95	eV
energy relative to the best compared isomer or geometry (same formula, charge and spin)	439.1	kJ/mol

Entry 5:
C14H16F4N4O14S4Y as an isolated structure at a distorted geometry, computed with ωB97M-V/def2-TZVPD.

Element x y z (Å)
1 Y -12.005 13.064 3.674
2 N -10.325 12.945 2.341
3 S -8.791 12.616 2.415
4 O -7.855 13.726 2.539
5 O -8.262 11.425 1.711
6 F -8.805 12.217 4.035
7 S -10.134 13.439 0.686
8 O -10.512 12.470 -0.325
9 O -9.044 14.350 0.233
10 F -11.409 14.362 0.799
11 N -12.591 10.905 3.743
12 S -12.044 9.382 3.251
13 O -12.404 8.934 1.929
14 O -11.955 8.369 4.333
15 F -10.432 9.772 3.225
16 S -13.989 10.387 4.041
17 O -14.321 9.954 5.413
18 O -14.747 9.715 2.960
19 F -14.544 11.945 4.008
20 C -12.278 13.201 7.159
21 O -12.860 13.563 5.959
22 H -12.235 14.198 7.596
23 H -12.828 12.642 7.917
24 H -11.324 12.709 6.971
25 C -13.367 16.123 2.725
26 O -13.418 15.105 3.674
27 H -13.995 16.968 3.005
28 H -12.356 16.497 2.888
29 H -13.475 15.768 1.700
30 C -15.359 11.051 -2.868
31 C -14.116 10.810 -2.238
32 C -13.828 11.420 -1.075
33 C -14.840 12.170 -0.401
34 C -16.071 12.376 -1.076
35 C -16.391 11.868 -2.315
36 N -14.562 12.818 0.876
37 O -15.468 13.320 1.473
38 O -13.404 12.767 1.390
39 H -15.293 10.677 -3.879
40 H -13.262 10.335 -2.698
41 H -12.814 11.343 -0.712
42 H -16.920 12.822 -0.580
43 H -17.280 12.081 -2.890
44 C -6.237 15.720 7.601
45 C -6.525 14.741 6.641
46 C -7.772 14.581 6.106
47 C -8.757 15.460 6.408
48 C -8.571 16.474 7.333
49 C -7.283 16.590 7.842
50 N -10.129 15.383 5.675
51 O -10.318 14.548 4.802
52 O -11.062 16.012 6.123
53 H -5.250 15.967 7.965
54 H -5.678 14.097 6.460
55 H -7.757 13.838 5.322
56 H -9.391 17.123 7.604
57 H -7.117 17.351 8.591

## Properties
HOMO-LUMO gap	5.50	eV
E_tot	-104648.425	eV
net charge	-1
LUMO	0.92	eV
energy relative to the best compared isomer or geometry (same formula, charge and spin)	0.0	kJ/mol

Entry 6:
One molecule with the formula C2H6O2S at a distorted geometry, computed with ωB97M-V/def2-TZVPD.

Element x y z (Å)
1 C -1.014 1.650 -0.361
2 C 1.399 -1.411 0.795
3 O 1.586 1.081 1.026
4 O -0.699 0.314 -0.491
5 S 1.385 0.152 -0.051
6 H -2.200 1.840 -0.124
7 H -0.933 2.135 -1.331
8 H -0.506 2.075 0.492
9 H 1.503 -2.241 0.185
10 H 0.388 -1.436 1.168
11 H 2.134 -1.331 1.507

## Properties
HOMO-LUMO gap (alpha / beta)	8.89 / 8.89	eV
E_tot	-17098.462	eV
net charge	0
LUMO (alpha / beta)	-0.47 / -0.47	eV
energy relative to the best compared isomer or geometry (same formula, charge and spin)	295.1	kJ/mol

Entry 7:
C21H24DyN2OP2S as an isolated structure at a distorted geometry, computed with ωB97M-V/def2-TZVPD.

Element x y z (Å)
1 C 1.847 -3.138 -1.334
2 C 1.366 -2.055 -0.602
3 C 0.900 -0.917 -1.324
4 C 1.031 -0.853 -2.708
5 C 1.497 -1.957 -3.420
6 C 1.899 -3.101 -2.731
7 C 0.450 0.361 -3.436
8 C 0.478 1.603 -2.550
9 C 0.436 1.424 -1.172
10 C 0.572 2.526 -0.293
11 C 0.497 3.806 -0.839
12 C 0.370 3.988 -2.221
13 C 0.384 2.889 -3.082
14 H 2.186 -4.029 -0.799
15 H 1.530 -1.901 -4.510
16 H 2.263 -3.967 -3.282
17 H 1.059 0.554 -4.326
18 H 0.539 4.668 -0.170
19 H 0.281 4.994 -2.629
20 H 0.321 3.007 -4.166
21 N 0.177 0.124 -0.670
22 Dy -1.654 -0.401 0.045
23 C 1.306 -2.101 0.918
24 H 1.658 -1.154 1.358
25 H 1.920 -2.928 1.301
26 C 0.768 2.287 1.189
27 H 1.599 1.589 1.380
28 H 0.948 3.230 1.722
29 P -0.420 -2.402 1.581
30 P -0.745 1.518 1.932
31 C -1.731 3.047 2.133
32 H -2.644 2.822 2.696
33 H -1.130 3.794 2.669
34 H -2.012 3.435 1.147
35 C -0.215 1.224 3.651
36 H 0.080 2.177 4.113
37 H -1.059 0.790 4.201
38 H 0.627 0.521 3.674
39 C -0.636 -4.172 1.210
40 H -0.157 -4.781 1.988
41 H -1.714 -4.379 1.201
42 H -0.224 -4.424 0.226
43 C -0.143 -2.416 3.382
44 H -1.041 -2.001 3.857
45 H 0.005 -3.449 3.723
46 H 0.722 -1.801 3.662
47 C -0.935 0.077 -3.766
48 O -1.821 -0.271 -3.011
49 H -0.814 0.279 -4.837
50 S -3.459 -0.012 2.305
51 C -3.643 0.754 0.880
52 N -3.520 1.124 -0.264

## Properties
HOMO-LUMO gap (alpha / beta)	7.34 / 7.53	eV
E_tot	-80686.348	eV
net charge	+1
LUMO (alpha / beta)	-3.35 / -3.26	eV
<S²>	9.347
energy relative to the best compared isomer or geometry (same formula, charge and spin)	0.0	kJ/mol
spin multiplicity	6

Entry 8:
A 2-piece molecular cluster, C10H11BrF3O5P2S overall at a distorted geometry, computed with ωB97M-V/def2-TZVPD.

Element x y z (Å)
1 O 2.875 5.385 2.368
2 C 2.154 4.516 2.066
3 C 2.640 3.191 1.531
4 C 1.911 2.601 0.612
5 P 2.252 0.965 -0.142
6 S 1.806 -0.392 1.195
7 C 0.646 3.319 0.157
8 O 0.274 3.294 -0.954
9 C -0.091 4.031 1.292
10 P -1.948 3.980 1.313
11 O -2.219 2.340 1.404
12 Br -2.721 4.483 -0.733
13 C 0.644 4.609 2.210
14 H 3.544 2.718 1.908
15 H 1.355 0.805 -1.224
16 H 3.588 0.841 -0.584
17 H -1.684 2.017 2.149
18 H 0.183 5.108 3.061
19 C -1.939 -2.147 -1.644
20 C -2.414 -3.596 -1.640
21 O -1.420 -4.542 -1.949
22 C -0.498 -4.969 -0.881
23 O -1.111 -5.336 0.202
24 C 0.617 -3.906 -0.606
25 F 1.037 -3.296 -1.760
26 F 1.724 -4.488 -0.089
27 F 0.277 -2.914 0.236
28 H -1.244 -1.965 -2.466
29 H -2.794 -1.469 -1.744
30 H -1.437 -1.888 -0.715
31 H -3.155 -3.697 -2.442
32 H -2.936 -3.842 -0.710
33 H 0.080 -5.755 -1.423

## Properties
HOMO-LUMO gap	3.61	eV
E_tot	-128393.111	eV
net charge	-1
LUMO	0.16	eV
energy relative to the best compared isomer or geometry (same formula, charge and spin)	0.0	kJ/mol

Entry 9:
An isolated ion of composition C7H10NO and charge +1 at a distorted geometry, computed with ωB97M-V/def2-TZVPD.

Element x y z (Å)
1 C -0.419 0.018 0.389
2 C 1.165 1.567 0.003
3 C 1.264 1.180 -1.444
4 C -1.012 -1.109 0.981
5 C 2.029 2.110 -2.341
6 C -1.112 -1.154 2.382
7 C -1.765 -2.119 0.132
8 N 0.718 0.161 -1.831
9 O 0.342 0.985 0.802
10 H 1.705 2.346 0.309
11 H 1.637 3.120 -2.121
12 H 1.815 1.865 -3.325
13 H 3.080 2.089 -2.306
14 H -0.736 -2.090 2.741
15 H -2.257 -1.271 2.795
16 H -0.578 -0.372 2.887
17 H -1.978 -1.799 -0.857
18 H -2.743 -2.583 0.470
19 H -1.155 -2.943 0.333

## Properties
HOMO-LUMO gap (alpha / beta)	7.09 / 7.12	eV
E_tot	-10944.260	eV
net charge	+1
LUMO (alpha / beta)	-6.64 / -6.61	eV
energy relative to the best compared isomer or geometry (same formula, charge and spin)	696.3	kJ/mol